{"formula": "C41H10BrF19GeO5PRbS", "method": "ωB97M-V with the def2-TZVPD basis set", "total_energy_ev": -251888.4009, "relative_energy_kj_mol": 12.10, "e_homo_ev": -1.37, "charge": -2, "gap_ev": 4.63, "symbols": ["Rb", "F", "C", "C", "F", "C", "F", "C", "P", "C", "C", "C", "C", "C", "C", "C", "C", "C", "C", "C", "C", "C", "Br", "C", "F", "H", "H", "H", "H", "H", "H", "H", "H", "H", "H", "O", "C", "C", "O", "C", "C", "O", "C", "O", "O", "F", "C", "C", "C", "F", "C", "F", "C", "F", "C", "F", "Ge", "S", "C", "C", "F", "C", "F", "C", "F", "C", "F", "C", "F", "C", "C", "F", "C", "F", "C", "F", "C", "F", "C", "F"], "coordinates": [[0.145, 0.975, 0.049], [-5.240, -5.412, 1.894], [-4.261, -4.714, 1.307], [-3.260, -5.373, 0.622], [-3.278, -6.709, 0.550], [-2.256, -4.642, 0.015], [-1.327, -5.343, -0.638], [-2.207, -3.255, 0.063], [-0.834, -2.265, -0.737], [0.568, -3.028, 0.167], [0.823, -2.482, 1.425], [1.930, -2.874, 2.161], [2.808, -3.811, 1.637], [2.559, -4.364, 0.389], [1.441, -3.984, -0.339], [-0.887, -2.996, -2.418], [-2.125, -3.339, -2.970], [-2.222, -3.771, -4.284], [-1.081, -3.861, -5.070], [0.145, -3.499, -4.534], [0.250, -3.052, -3.223], [-3.226, -2.612, 0.775], [-3.261, -0.734, 1.020], [-4.240, -3.335, 1.384], [-5.224, -2.733, 2.063], [0.162, -1.719, 1.826], [2.133, -2.410, 3.117], [3.707, -4.075, 2.178], [3.269, -5.053, -0.050], [1.292, -4.392, -1.327], [-3.027, -3.269, -2.374], [-3.191, -4.036, -4.691], [-1.152, -4.204, -6.095], [1.045, -3.551, -5.134], [1.218, -2.741, -2.845], [5.698, -2.819, -0.707], [4.769, -2.025, -0.691], [4.624, -0.860, 0.243], [5.425, -0.530, 1.106], [3.326, -0.214, -0.063], [2.685, -0.971, -1.128], [1.519, -0.755, -1.582], [3.578, -2.028, -1.585], [3.377, -2.803, -2.530], [2.846, 0.785, 0.520], [-4.360, 6.309, -0.204], [-3.992, 5.365, -1.089], [-3.336, 4.229, -0.647], [-2.963, 3.329, -1.632], [-2.286, 2.216, -1.322], [-3.251, 3.524, -2.974], [-2.883, 2.629, -3.891], [-3.929, 4.664, -3.363], [-4.219, 4.868, -4.650], [-4.301, 5.599, -2.414], [-4.951, 6.707, -2.791], [-2.940, 4.066, 1.312], [-2.324, 2.235, 2.145], [-4.589, 4.631, 2.279], [-4.469, 5.009, 3.605], [-3.256, 5.133, 4.160], [-5.559, 5.284, 4.408], [-5.403, 5.666, 5.682], [-6.834, 5.167, 3.883], [-7.901, 5.430, 4.644], [-6.997, 4.778, 2.568], [-8.229, 4.657, 2.057], [-5.877, 4.516, 1.797], [-6.098, 4.128, 0.528], [-1.663, 5.610, 1.413], [-0.394, 5.410, 0.897], [-0.078, 4.233, 0.325], [0.594, 6.378, 0.910], [1.802, 6.141, 0.398], [0.312, 7.615, 1.461], [1.247, 8.568, 1.490], [-0.948, 7.864, 1.969], [-1.227, 9.067, 2.487], [-1.910, 6.869, 1.929], [-3.118, 7.199, 2.412]], "forces_ev_per_a": [[0.00, 0.14, 0.06], [0.00, 0.00, 0.00], [-0.01, -0.01, 0.01], [0.00, -0.01, -0.01], [0.00, 0.00, 0.00], [0.01, 0.00, -0.02], [0.03, 0.01, 0.00], [-0.07, 0.10, 0.05], [0.07, -0.22, 0.04], [0.04, 0.00, -0.06], [-0.03, 0.05, 0.02], [-0.01, 0.02, 0.02], [-0.01, -0.04, -0.01], [0.01, -0.01, 0.05], [-0.04, 0.03, 0.00], [-0.11, 0.04, -0.02], [0.05, -0.01, -0.01], [0.00, 0.00, 0.01], [-0.01, 0.00, -0.01], [0.04, 0.01, -0.01], [-0.01, -0.01, 0.04], [0.03, 0.00, -0.03], [0.01, -0.07, 0.02], [0.03, -0.01, -0.03], [0.00, 0.00, 0.01], [-0.01, 0.00, 0.00], [-0.01, 0.00, 0.00], [0.01, 0.00, -0.01], [0.01, 0.00, -0.01], [-0.01, -0.03, -0.01], [-0.01, -0.01, 0.01], [0.00, 0.00, 0.00], [0.00, 0.00, 0.00], [0.00, 0.00, 0.00], [0.03, 0.03, -0.03], [-0.03, -0.06, 0.01], [0.02, 0.09, -0.05], [-0.05, 0.00, -0.01], [0.01, 0.00, 0.04], [-0.04, -0.10, -0.05], [-0.02, 0.04, 0.07], [0.05, 0.05, 0.01], [0.11, 0.12, -0.02], [-0.05, -0.07, 0.01], [0.00, -0.13, -0.06], [0.00, 0.02, -0.02], [0.03, -0.04, 0.00], [-0.04, 0.07, -0.06], [-0.02, 0.04, 0.18], [-0.03, -0.02, -0.01], [0.01, -0.03, 0.00], [0.00, 0.01, -0.01], [-0.01, 0.01, 0.02], [0.01, -0.01, -0.01], [0.00, -0.01, -0.01], [0.00, 0.01, -0.01], [-0.02, -0.12, 0.07], [0.06, 0.17, -0.14], [0.01, 0.05, 0.02], [-0.03, 0.00, 0.00], [-0.02, -0.04, 0.02], [0.00, 0.01, 0.00], [0.00, 0.00, 0.01], [0.03, 0.00, 0.00], [-0.01, 0.00, 0.01], [0.00, 0.00, -0.03], [0.00, 0.01, 0.01], [0.01, -0.04, -0.06], [-0.02, -0.01, 0.02], [0.00, -0.07, 0.00], [0.07, -0.04, -0.02], [-0.08, 0.08, 0.02], [0.04, 0.01, 0.00], [-0.01, 0.00, 0.00], [-0.03, -0.05, -0.01], [0.01, 0.01, 0.00], [0.00, 0.01, 0.00], [0.00, 0.01, 0.00], [-0.03, 0.03, 0.03], [0.02, 0.02, -0.04]], "mulliken_charge": [1.010, -0.318, 0.665, 0.151, -0.317, 0.768, -0.393, -0.523, 0.376, 0.733, -0.773, -0.762, -0.408, -0.747, 0.288, 0.249, -0.665, -0.611, -0.502, -0.701, -0.366, -0.039, 0.024, 0.098, -0.349, 0.455, 0.377, 0.353, 0.344, 0.448, 0.411, 0.389, 0.355, 0.466, 0.523, -0.757, 0.355, 0.324, -0.776, 0.439, 0.693, -0.897, 0.447, -0.826, -0.885, -0.383, 0.651, 0.087, -0.021, 0.009, -0.297, -0.287, 0.662, -0.320, -0.050, -0.314, 0.305, -0.737, -0.296, 0.291, -0.343, 0.118, -0.311, 0.597, -0.320, 0.078, -0.311, 0.482, -0.314, -0.134, 0.374, -0.118, -0.432, -0.285, 0.774, -0.319, -0.047, -0.311, 0.720, -0.329]}